A 14-piece molecular cluster, C16H60N12O14 overall at a distorted geometry, computed with wB97M-V/def2-TZVPD.

```
102
Properties=species:S:1:pos:R:3:forces:R:3
C -2.735104 -2.390609 -2.288576 -0.869 -1.600 0.335
C -1.948253 -2.434316 -3.525436 0.725 1.574 0.594
O -0.573068 -2.346157 -3.164209 0.328 0.831 -1.637
H -3.753004 -2.637773 -2.518200 -0.638 -0.702 0.201
H -2.858862 -1.493200 -1.788309 0.269 2.269 0.591
H -2.284400 -3.050497 -1.530528 -0.483 -0.248 -0.335
H -2.208338 -1.603620 -4.210431 0.402 -0.326 0.273
H -2.104979 -3.339278 -4.021709 -0.343 -1.530 -1.013
H -0.412194 -2.799740 -2.358188 0.031 -0.686 1.169
C -0.329704 0.792525 0.177072 1.456 -0.686 -0.551
C 0.051507 -0.556680 -0.392531 0.768 -0.528 2.168
O 1.037436 -0.390985 -1.326976 2.212 -0.344 -1.483
H -0.535585 1.444014 -0.686237 -0.215 0.064 0.605
H 0.437685 1.183177 0.833284 0.654 0.389 -0.345
H -1.114211 0.645504 0.841235 -2.013 0.045 0.733
H -0.757224 -1.021413 -0.832157 -2.264 -0.700 -1.166
H 0.411427 -1.371975 0.291519 -0.374 1.191 0.388
H 1.730003 -1.064132 -1.143295 -0.294 0.576 -0.574
C 3.218020 -0.885011 1.837349 6.216 3.699 -5.947
O 4.081644 -0.150066 1.030827 -4.620 -3.431 3.930
N 2.714028 -1.996422 1.497828 -1.495 -5.035 -3.197
N 2.856499 -0.549300 3.009476 -0.575 3.161 7.076
H 2.804825 -2.240513 0.497578 -0.143 -0.367 1.204
H 2.161976 -2.620418 2.102758 0.317 0.978 -0.242
H 3.201597 0.391307 3.272000 0.130 -1.237 0.177
H 2.643829 -1.222144 3.801161 0.360 0.930 -1.797
C 1.033218 0.464934 -5.025608 1.128 0.546 -10.399
O 1.328960 1.068555 -6.174558 -1.290 -1.812 3.947
N 0.658099 -0.783309 -4.992160 -1.702 -3.584 -1.381
N 1.254615 0.969753 -3.923576 1.744 6.238 6.386
H 0.541543 -1.174620 -5.915537 0.084 0.086 0.020
H 0.086930 -1.274077 -4.288565 0.933 0.701 0.138
H 1.437053 1.987183 -3.867201 -0.127 -1.111 -0.224
H 1.048083 0.515110 -3.074405 -0.396 -0.802 1.153
C -3.974502 -2.198034 0.687257 -5.122 1.918 -4.482
O -4.973663 -2.142358 -0.215139 4.051 0.825 3.372
N -3.175601 -1.203086 1.046128 0.776 2.181 0.056
N -3.889810 -3.337702 1.272934 -0.077 -6.767 3.861
H -3.559971 -0.290351 0.726655 0.539 -1.050 -0.102
H -2.439247 -1.221388 1.795546 -1.432 -0.378 -1.270
H -4.759220 -3.947325 1.171407 1.965 1.294 -0.132
H -3.259254 -3.660992 2.077947 -1.222 1.277 -1.842
C 2.518972 2.470346 3.052493 -3.145 3.496 -9.111
O 2.362327 2.857701 1.731688 -0.037 -1.546 6.687
N 3.652002 2.103368 3.481350 8.195 0.409 1.056
N 1.562488 2.389431 3.919617 -2.655 0.684 0.376
H 4.477849 2.423664 2.867714 -1.784 -1.114 0.902
H 3.875566 2.251513 4.477677 -0.293 -0.241 -0.788
H 0.612998 2.601448 3.601834 0.615 -0.250 0.188
H 1.794903 1.999580 4.793057 -0.318 -0.328 1.039
C -0.465665 -1.384232 3.523230 7.498 -5.945 0.867
O 0.305635 -2.523796 3.684514 -3.700 4.461 -0.921
N 0.115653 -0.266540 3.296300 1.580 3.580 -0.515
N -1.735637 -1.369359 3.529762 -6.769 -0.680 1.443
H 1.100437 -0.318520 2.985064 -0.380 0.392 0.492
H -0.375900 0.644755 3.264800 0.470 -1.128 -0.464
H -2.179245 -2.270529 3.714282 0.187 0.534 0.271
H -2.286086 -0.544781 3.872330 0.964 -1.166 -0.659
C 3.906710 1.585240 -1.311421 4.909 4.316 6.089
O 5.132374 1.932999 -0.633055 -6.199 -1.903 -3.815
N 2.706740 1.958006 -0.865351 -0.712 0.667 0.817
N 3.879735 1.094888 -2.487749 3.965 -3.263 -4.379
H 2.674038 2.457555 0.016787 0.026 -0.477 0.080
H 1.896040 1.417249 -1.157347 0.465 0.185 0.352
H 4.890321 0.817617 -2.738493 -2.487 0.457 -0.127
H 3.077569 0.893670 -3.106287 0.886 0.267 0.774
C -2.028169 1.321606 -3.226329 0.144 -1.898 -0.335
O -2.753112 2.486720 -3.013646 -1.271 -0.302 0.966
H -2.258171 0.798908 -4.199818 0.060 0.624 0.686
H -2.264322 0.569527 -2.425851 0.258 0.903 -0.547
H -0.969779 1.561708 -3.236204 0.220 -0.343 0.152
H -2.409520 3.138872 -3.588691 0.335 1.011 -1.001
C 4.135758 -2.464453 -1.345085 2.247 -1.735 -0.246
O 2.767165 -2.662302 -1.047617 -0.967 -0.692 -1.002
H 4.422492 -3.163318 -2.214999 -0.217 1.287 1.226
H 4.776123 -2.737274 -0.435742 -0.838 0.331 -1.214
H 4.338070 -1.422367 -1.566977 -0.158 0.037 -0.113
H 2.468100 -3.498431 -1.454209 0.134 0.696 0.398
C -1.522544 2.911212 4.103470 -2.545 -0.693 -0.557
O -0.914442 2.543664 2.892178 -1.029 1.155 -2.280
H -1.333077 2.194606 4.856220 1.096 -0.847 0.839
H -2.644208 2.835009 4.100011 0.762 0.663 -0.532
H -1.166474 3.856041 4.354869 0.193 1.719 0.994
H -1.147897 3.241358 2.178842 0.700 -1.786 1.601
C 0.074641 4.365986 -1.166692 1.944 1.027 1.321
O -1.293686 4.556642 -1.196036 -0.917 -0.213 0.624
H 0.414398 3.630936 -1.885239 0.163 -0.296 -0.234
H 0.347946 4.002615 -0.157754 0.246 0.329 -0.507
H 0.557750 5.360113 -1.395447 0.140 -1.081 0.396
H -1.393591 4.580340 -2.125725 -1.477 0.227 -1.324
C -3.490406 1.931471 0.825017 0.458 0.436 -1.442
O -4.250758 1.118439 -0.046646 0.533 -0.173 -0.298
H -3.049214 1.303787 1.573768 0.183 0.095 0.798
H -4.122185 2.697070 1.150740 -0.976 1.042 1.520
H -2.717654 2.512327 0.308943 0.251 -0.557 -0.325
H -5.126079 1.489735 -0.093942 -0.436 -0.133 -0.238
C -0.474005 -3.833882 1.148097 0.043 -1.561 -0.321
O -0.750891 -4.330597 -0.118842 -0.811 -0.359 -2.671
H -0.568834 -4.698223 1.736069 0.647 -0.893 1.870
H -1.196962 -3.176926 1.507783 -1.079 1.707 0.348
H 0.509868 -3.411242 1.157185 0.295 0.132 0.067
H -1.558936 -4.895522 -0.170928 0.990 0.890 0.469
```
Forces are in eV/Å.

Computed properties:
strongest force on any atom: 10.47 eV/A
multiplicity: 1
frontier orbital gap: 6.98 eV
HOMO: -7.4 eV
LUMO energy: -0.44 eV
DFT total energy: -2355.83804 a.u.
total charge: 0
energy above the lowest of the compared OMol25 structures with the same formula, charge and spin: 67.0 kcal/mol